C33H70BrIN3O7P2S | ωB97M-V with the def2-TZVPD basis set

Values from the calculation:
Frontier orbital gap = 6.27 eV
E_HOMO = -10.431 eV
Largest force on an atom = 3.800 eV/Å

```
! RIJCOSX wB97M-V def2-TZVPD def2/J DEFGRID3
* xyz 1 1
C 3.04 -6.25 2.44
C 4.05 -5.60 3.45
C 3.41 -5.52 4.88
C 3.49 -4.10 5.50
C 2.90 -2.99 4.57
C 1.88 -2.05 5.29
C 0.75 -1.65 4.27
C 1.08 -0.32 3.53
C 0.16 -0.11 2.28
C 0.79 0.72 1.13
C 1.29 -0.08 -0.13
C 0.68 -1.47 -0.48
C -0.83 -1.51 -0.79
O -1.22 -2.36 -1.45
Br -2.14 -0.22 -0.15
C 2.80 -0.38 0.26
P 3.49 -1.82 1.24
P 4.26 -3.07 -0.38
O 5.31 -2.37 -1.12
O 4.91 -4.40 0.26
O 3.12 -3.51 -1.45
N 3.60 0.52 -0.19
C 5.07 0.62 0.01
S 5.50 1.76 1.38
C 5.00 0.96 2.95
C 5.98 1.22 4.11
C 2.87 1.54 -0.97
C 2.76 2.99 -0.43
C 4.01 3.85 -0.87
C 3.71 4.83 -2.01
I 3.15 3.89 -3.87
C 1.63 0.75 -1.42
C 0.51 1.47 -2.21
C 0.36 1.01 -3.68
C -0.27 -0.39 -3.84
O 1.64 0.97 -4.34
H 3.15 -5.85 1.42
H 3.28 -7.33 2.40
H 1.99 -6.10 2.75
H 4.94 -6.25 3.44
H 4.36 -4.59 3.11
H 2.36 -5.83 4.81
H 3.96 -6.22 5.52
H 4.56 -3.90 5.69
H 2.98 -4.15 6.47
H 2.40 -3.49 3.73
H 3.75 -2.38 4.22
H 2.36 -1.11 5.61
H 1.48 -2.53 6.19
H -0.17 -1.53 4.87
H 0.52 -2.47 3.57
H 0.82 0.47 4.25
H 2.17 -0.30 3.31
H -0.25 -1.09 2.00
H -0.70 0.48 2.64
H 0.03 1.43 0.78
H 1.66 1.27 1.53
H 0.84 -2.15 0.37
H 1.17 -1.94 -1.34
H 2.37 -2.44 1.86
H 5.57 -4.68 -0.41
H 3.29 -3.00 -2.26
H 5.51 0.95 -0.94
H 5.51 -0.35 0.26
H 4.02 1.39 3.24
H 4.86 -0.12 2.81
H 5.92 0.36 4.81
H 7.03 1.30 3.81
H 5.72 2.10 4.71
H 3.48 1.67 -1.89
H 2.76 3.03 0.68
H 1.86 3.51 -0.79
H 4.30 4.47 0.00
H 4.88 3.22 -1.08
H 4.64 5.38 -2.22
H 2.93 5.56 -1.77
H 2.03 -0.03 -2.11
H -0.46 1.48 -1.68
H 0.81 2.53 -2.28
H -0.26 1.74 -4.22
H 0.40 -1.10 -3.31
H -1.26 -0.48 -3.37
H -0.32 -0.73 -4.88
H 1.81 0.05 -4.60
C -3.60 1.69 -2.83
C -4.66 2.74 -2.53
C -4.49 4.04 -3.33
O -3.45 4.89 -2.86
C -2.15 4.54 -3.29
N -4.68 2.99 -1.08
H -2.65 1.92 -2.35
H -3.92 0.71 -2.46
H -3.43 1.60 -3.91
H -5.63 2.31 -2.82
H -5.41 4.62 -3.23
H -4.36 3.84 -4.40
H -2.16 4.13 -4.31
H -1.69 3.83 -2.60
H -1.54 5.44 -3.29
H -5.46 3.61 -0.87
H -3.86 3.54 -0.86
C -9.47 -1.14 -1.77
C -9.60 0.05 -2.71
C -8.31 0.88 -2.85
O -8.03 1.72 -1.75
C -7.41 1.08 -0.64
N -10.73 0.88 -2.28
H -9.49 -0.84 -0.72
H -10.30 -1.83 -1.92
H -8.55 -1.69 -1.95
H -9.84 -0.34 -3.70
H -8.43 1.54 -3.71
H -7.45 0.23 -3.07
H -6.73 0.29 -0.96
H -8.17 0.69 0.04
H -6.84 1.84 -0.10
H -10.88 1.62 -2.96
H -10.44 1.38 -1.44
*
```